No. 1
{"formula": "C24H37FeO5P", "method": "ωB97M-V with the def2-TZVPD basis set", "multiplicity": 2, "largest_force_ev_per_a": 1.58, "homo_lumo_gap_ev": [8.1997, 4.3822], "total_charge": 1, "homo_ev": [-11.5968, -11.5593], "elements": ["Fe", "C", "C", "C", "C", "C", "C", "C", "C", "C", "C", "H", "H", "H", "H", "H", "H", "H", "H", "H", "H", "H", "H", "H", "H", "O", "C", "O", "C", "C", "C", "C", "C", "O", "C", "C", "O", "O", "H", "H", "H", "H", "H", "H", "H", "H", "C", "C", "P", "C", "C", "C", "C", "H", "H", "H", "H", "H", "H", "H", "H", "H", "H", "H", "H", "H", "H", "H"], "coordinates": [[-0.3224, 0.3602, 0.2739], [0.0642, -4.1913, 2.2152], [0.5443, -3.0234, 1.3397], [2.0690, -2.9419, 1.3537], [-0.1385, -1.7656, 1.8255], [0.4783, -0.8669, 2.7010], [-0.2352, 0.1843, 3.2693], [-1.5816, 0.3898, 2.9789], [-2.3491, 1.4686, 3.6850], [-2.1944, -0.4788, 2.0693], [-1.4896, -1.5449, 1.5124], [0.5205, -5.1250, 1.8883], [-1.0187, -4.3033, 2.1608], [0.3366, -4.0153, 3.2568], [0.2160, -3.2109, 0.3135], [2.4533, -2.9404, 2.3743], [2.4236, -2.0480, 0.8360], [2.4861, -3.8164, 0.8555], [1.5072, -1.0200, 2.9963], [0.2511, 0.8278, 3.9916], [-3.1510, 1.8719, 3.0675], [-1.6836, 2.2764, 3.9869], [-2.8015, 1.0643, 4.5927], [-3.2429, -0.3515, 1.8298], [-2.0098, -2.2553, 0.8804], [-2.6405, 3.0344, -1.8299], [-1.9137, 2.6323, -0.9540], [-1.8152, 1.4947, -0.4303], [-0.9547, 3.7166, -0.2655], [-0.9569, 3.4566, 1.2499], [-0.3218, 4.6661, 1.9486], [1.1734, 4.4584, 1.6155], [1.1114, 3.1816, 0.7702], [0.0418, 2.4295, 1.3820], [0.5178, 3.5388, -0.6058], [0.7701, 2.3783, -1.6383], [0.7830, 2.6501, -2.8162], [0.9524, 1.2467, -1.0763], [-1.3403, 4.6846, -0.5711], [-1.9053, 3.1206, 1.6590], [-0.4982, 4.6002, 3.0205], [-0.7270, 5.6109, 1.5921], [1.7535, 4.2876, 2.5201], [1.6173, 5.2803, 1.0583], [2.0197, 2.5891, 0.7329], [0.9397, 4.4358, -1.0525], [-0.9290, -3.7736, -2.2247], [0.4828, -3.2004, -2.2363], [0.6314, -1.3804, -1.8912], [-0.2259, -0.6249, -3.3437], [-1.7194, -0.4044, -3.1219], [2.4433, -1.1684, -2.2035], [2.8627, -1.1148, -3.6719], [-0.8920, -4.8393, -2.4508], [-1.5634, -3.3051, -2.9747], [-1.4050, -3.6571, -1.2491], [0.9426, -3.3635, -3.2151], [1.1023, -3.7200, -1.5006], [-0.0585, -1.2785, -4.2039], [0.2597, 0.3319, -3.5366], [-2.2752, -1.3371, -3.0383], [-2.1345, 0.1631, -3.9547], [-1.8982, 0.1660, -2.2127], [2.9430, -1.9998, -1.6998], [2.7461, -0.2451, -1.7122], [2.5870, -2.0216, -4.2103], [3.9454, -1.0025, -3.7304], [2.4163, -0.2620, -4.1809]]}


No. 2
{"formula": "C24H37Ir", "method": "ωB97M-V with the def2-TZVPD basis set", "multiplicity": 5, "largest_force_ev_per_a": 4.21, "homo_lumo_gap_ev": [8.4660, 6.8898], "total_charge": 2, "homo_ev": [-14.6500, -16.4734], "elements": ["Ir", "C", "C", "C", "C", "C", "C", "C", "H", "H", "H", "H", "H", "H", "H", "H", "C", "C", "C", "C", "C", "C", "C", "C", "C", "C", "C", "C", "C", "C", "C", "C", "C", "H", "H", "H", "H", "H", "H", "H", "H", "H", "H", "H", "H", "H", "H", "H", "H", "H", "H", "H", "H", "H", "H", "H", "H", "H", "H", "H", "H", "H"], "coordinates": [[-0.4524, -0.3943, 1.7801], [-0.0581, 2.9153, 2.8710], [0.1043, 1.4439, 3.1583], [1.2532, 0.7676, 2.6683], [1.5302, -0.6714, 2.9901], [0.5465, -1.3881, 3.6921], [-0.6330, -0.7101, 4.1421], [-0.8810, 0.6708, 3.8079], [-0.9166, 3.1737, 3.5126], [-0.1908, 3.1731, 1.8902], [0.7913, 3.3838, 3.3121], [1.9635, 1.3212, 2.0571], [2.3463, -1.2244, 2.5483], [0.6438, -2.5079, 3.6357], [-1.3876, -1.3116, 4.5959], [-1.7972, 1.1220, 4.1040], [-0.9998, -1.0109, -0.2166], [-0.8602, 0.3623, -0.8765], [0.5638, 0.3763, -1.2602], [1.1097, -0.8985, -1.1216], [0.1721, -1.7209, -0.5194], [0.4277, -3.1911, -0.3237], [1.8314, -3.4180, 0.2756], [0.3776, -3.7400, -1.7469], [-0.6564, -3.8561, 0.5293], [1.3899, 1.5310, -1.7269], [1.3031, 1.6342, -3.2758], [1.0954, 2.8309, -1.0417], [2.8948, 1.2187, -1.4421], [-2.0381, 1.2306, -1.1194], [-2.9744, 1.1538, 0.1133], [-2.6711, 0.4661, -2.3551], [-1.8910, 2.6496, -1.4622], [-1.9151, -1.4388, 0.0030], [2.0873, -1.0742, -1.4501], [2.5528, -2.7897, -0.3007], [1.9988, -4.4241, 0.0560], [1.8704, -3.2110, 1.3075], [1.1660, -3.2967, -2.3323], [-0.5798, -3.6559, -2.2191], [0.6288, -4.8447, -1.6472], [-0.8561, -3.2580, 1.4137], [-0.4009, -4.8403, 0.8849], [-1.5633, -3.9485, -0.0749], [0.3474, 2.0578, -3.4463], [1.4738, 0.6729, -3.7841], [2.0889, 2.3214, -3.7238], [0.4087, 3.4993, -1.5489], [2.0051, 3.4618, -0.9117], [0.6114, 2.6129, -0.0519], [3.2909, 0.4096, -2.1173], [3.1565, 1.1783, -0.3703], [3.4610, 2.0847, -1.8183], [-3.3870, 0.0999, 0.1450], [-3.7173, 1.9032, 0.1834], [-2.3770, 1.2470, 1.1007], [-2.6222, -0.6590, -2.2620], [-2.2965, 0.8029, -3.3711], [-3.7406, 0.7248, -2.3686], [-1.4491, 3.1422, -0.5694], [-2.8711, 3.0913, -1.5992], [-1.3085, 2.7495, -2.3231]]}


No. 3
{"formula": "C24H37N11O2ReSSe", "method": "ωB97M-V with the def2-TZVPD basis set", "multiplicity": 4, "largest_force_ev_per_a": 0.40, "relative_energy_kcal_mol": 0.0, "homo_lumo_gap_ev": [5.2684, 4.4595], "total_charge": 4, "homo_ev": [-18.2204, -18.2178], "elements": ["Re", "C", "C", "N", "N", "C", "N", "S", "C", "C", "C", "C", "C", "N", "H", "H", "H", "H", "H", "H", "H", "H", "H", "H", "N", "N", "C", "N", "N", "N", "O", "O", "H", "H", "H", "H", "H", "C", "C", "C", "C", "N", "C", "Se", "N", "C", "C", "C", "C", "C", "C", "C", "C", "C", "C", "H", "H", "H", "H", "H", "H", "H", "H", "H", "H", "H", "H", "H", "H", "H", "H", "H", "H", "H", "H", "H", "H"], "coordinates": [[-1.7740, 0.4795, 0.8025], [-5.7495, 2.1695, -0.1368], [-4.3017, 1.8822, 0.0304], [-3.8286, 0.9625, 0.8140], [-4.6858, 0.2714, 1.6563], [-4.1573, -0.1379, 2.8262], [-4.9236, -0.6229, 3.7702], [-2.4503, -0.0346, 3.0474], [-3.2537, 2.7244, -0.5518], [-3.5194, 3.8348, -1.3079], [-2.4727, 4.7220, -1.6077], [-1.2268, 4.4633, -1.0942], [-1.0112, 3.2955, -0.3622], [-1.9874, 2.4076, -0.1174], [-6.3651, 1.2703, -0.1159], [-6.0821, 2.8467, 0.6590], [-5.9461, 2.6639, -1.0843], [-5.6825, 0.4030, 1.5335], [-5.9345, -0.6581, 3.7076], [-4.5198, -0.9359, 4.6457], [-4.5226, 4.0533, -1.6433], [-2.6624, 5.6082, -2.2004], [-0.3992, 5.1432, -1.2463], [-0.0369, 3.0767, 0.0389], [-4.2438, -1.4996, -1.5297], [-3.7953, -2.8129, -1.3265], [-2.7677, -3.1155, -0.5355], [-2.3810, -4.3724, -0.4663], [-2.1952, -2.0485, 0.1425], [-1.0925, -2.2816, 0.8289], [-0.6330, -1.1858, 1.3701], [-0.4883, -3.2944, 1.0010], [-5.2535, -1.5127, -1.4212], [-4.0467, -1.2511, -2.4963], [-4.2314, -3.5623, -1.8516], [-2.8488, -5.0894, -1.0059], [-1.6242, -4.6580, 0.1352], [1.6848, 0.8042, -4.1149], [2.8601, 0.3065, -3.2784], [2.9275, -1.2180, -3.1939], [1.9011, -1.8231, -2.2425], [2.1927, -1.4769, -0.8346], [1.5852, -0.5881, -0.0419], [0.1999, 0.5197, -0.7507], [2.2053, -0.5274, 1.1480], [1.9317, 0.3323, 2.3152], [2.2451, 1.8047, 2.0769], [3.6851, 2.0799, 1.6396], [4.6988, 1.8704, 2.7615], [3.2450, -1.4628, 1.1315], [4.1870, -1.8158, 2.1037], [5.1019, -2.7748, 1.7411], [5.0927, -3.3758, 0.4620], [4.1694, -3.0298, -0.4938], [3.2432, -2.0498, -0.1245], [1.6568, 1.8932, -4.1493], [0.7193, 0.4563, -3.7316], [1.7679, 0.4507, -5.1423], [2.8321, 0.7384, -2.2684], [3.7898, 0.6730, -3.7144], [3.9266, -1.5396, -2.8964], [2.7432, -1.6536, -4.1783], [1.8954, -2.9117, -2.2945], [0.8916, -1.4757, -2.4675], [2.5691, -0.0504, 3.1080], [0.9053, 0.1607, 2.6381], [2.0413, 2.3220, 3.0187], [1.5459, 2.2109, 1.3415], [3.7481, 3.1106, 1.2867], [3.9390, 1.4524, 0.7785], [4.4413, 2.4657, 3.6383], [5.6948, 2.1699, 2.4412], [4.7666, 0.8261, 3.0696], [4.2100, -1.3735, 3.0886], [5.8536, -3.0812, 2.4554], [5.8352, -4.1280, 0.2338], [4.1651, -3.4961, -1.4685]]}